# 1
Molecular formula: C45H97N5O6
Method: DFT, the ωB97M-V functional and the def2-TZVPD basis

Calculated values
**Largest force on an atom**: 4.4 eV/Å
**Highest occupied orbital energy**: -7.94 eV
**SMILES string**: CC1(C)CCCC(C)(C)N1O.CC1(C)CCCC(C)(C)N1O.CC1(C)CCCC(C)(C)N1O.CC1(C)CCCC(C)(C)N1O.CC1(C)CCCC(C)(C)N1O.O
**Orbital gap**: 8.37 eV
**Total charge**: 0
**Molar mass**: 804.300 Da
**Energy above the lowest of the compared OMol25 structures with the same formula, charge and spin**: 186.6 kcal/mol
**Total energy**: -67961.1577 eV

XYZ file:
```
153
C45H97N5O6 | the Open Molecules 2025 dataset | the ωB97M-V functional and the def2-TZVPD basis
C 25.687 11.450 -21.658
C 25.302 12.354 -22.840
C 24.264 13.559 -22.368
C 26.539 13.181 -23.358
C 27.603 12.256 -24.018
C 27.007 11.493 -25.143
C 25.676 10.751 -24.834
C 24.998 10.475 -26.268
C 25.899 9.409 -24.066
N 24.761 11.650 -24.026
O 23.563 11.072 -23.790
H 24.928 10.755 -21.297
H 26.538 10.831 -21.942
H 26.130 11.843 -20.743
H 24.083 14.363 -23.081
H 23.359 13.070 -22.007
H 24.593 14.180 -21.535
H 26.153 13.972 -24.001
H 27.050 13.612 -22.497
H 28.567 12.747 -24.149
H 27.917 11.557 -23.242
H 27.772 10.890 -25.632
H 26.815 12.303 -25.848
H 23.995 10.056 -26.350
H 25.636 9.826 -26.868
H 24.988 11.436 -26.782
H 25.749 8.613 -24.796
H 25.139 9.279 -23.296
H 26.951 9.256 -23.827
H 23.048 11.619 -24.387
C 31.024 -0.055 -12.299
C 31.617 1.112 -13.056
C 31.124 2.391 -12.406
C 33.159 1.139 -12.932
C 33.924 1.770 -14.078
C 33.517 1.252 -15.449
C 31.993 1.411 -15.705
C 31.617 2.873 -16.051
C 31.503 0.534 -16.917
N 31.212 0.821 -14.498
O 29.866 0.938 -14.605
H 31.348 -0.117 -11.260
H 29.938 0.028 -12.251
H 31.307 -0.966 -12.827
H 31.422 3.252 -13.004
H 30.061 2.403 -12.164
H 31.556 2.529 -11.415
H 33.570 1.663 -12.069
H 33.494 0.145 -12.637
H 33.832 2.853 -14.158
H 35.001 1.636 -13.979
H 33.752 0.188 -15.481
H 34.213 1.790 -16.094
H 30.605 3.203 -15.816
H 31.771 3.252 -17.062
H 32.133 3.580 -15.402
H 31.485 -0.515 -16.622
H 32.255 0.477 -17.704
H 30.547 0.822 -17.353
H 29.620 0.033 -14.811
C 31.693 21.490 -11.299
C 30.323 21.601 -10.659
C 29.741 20.169 -10.802
C 30.529 21.853 -9.166
C 30.800 23.334 -8.769
C 29.894 24.286 -9.515
C 29.664 24.157 -11.074
C 28.375 24.988 -11.522
C 30.976 24.566 -11.780
N 29.434 22.669 -11.232
O 29.111 22.374 -12.577
H 31.542 21.282 -12.358
H 32.374 22.339 -11.241
H 32.271 20.701 -10.817
H 28.839 20.211 -10.193
H 29.416 20.034 -11.834
H 30.455 19.355 -10.674
H 29.738 21.511 -8.499
H 31.416 21.362 -8.766
H 30.617 23.598 -7.728
H 31.818 23.608 -9.048
H 30.403 25.214 -9.253
H 28.898 24.519 -9.135
H 28.413 26.076 -11.462
H 27.488 24.759 -10.932
H 28.121 24.818 -12.569
H 31.280 23.968 -12.640
H 31.839 24.928 -11.222
H 30.704 25.487 -12.296
H 29.931 22.673 -12.978
C 30.059 12.811 -14.353
C 31.377 12.096 -13.872
C 31.494 11.733 -12.388
C 31.283 10.779 -14.586
C 32.669 10.142 -14.678
C 33.597 11.083 -15.334
C 33.866 12.356 -14.563
C 34.700 12.034 -13.259
C 34.692 13.245 -15.402
N 32.524 12.936 -14.389
O 32.513 14.247 -13.776
H 29.267 12.113 -14.626
H 29.688 13.488 -13.584
H 30.337 13.413 -15.218
H 31.764 12.458 -11.620
H 30.556 11.257 -12.103
H 32.137 10.864 -12.248
H 30.643 10.024 -14.128
H 30.910 10.888 -15.604
H 33.028 9.822 -13.700
H 32.445 9.271 -15.294
H 33.483 11.204 -16.411
H 34.411 10.358 -15.326
H 35.771 12.017 -13.461
H 34.516 11.094 -12.739
H 34.835 12.856 -12.556
H 35.493 12.812 -16.001
H 35.199 14.096 -14.948
H 34.058 13.641 -16.196
H 32.154 14.841 -14.440
C 42.548 5.978 -16.692
C 41.887 6.942 -17.620
C 41.159 6.395 -18.886
C 40.849 7.766 -16.787
C 41.418 8.774 -15.808
C 42.252 9.744 -16.715
C 43.383 9.105 -17.590
C 43.870 10.171 -18.614
C 44.530 8.601 -16.637
N 42.819 7.850 -18.283
O 43.753 7.128 -19.004
H 43.324 5.413 -17.209
H 42.993 6.366 -15.776
H 41.955 5.160 -16.284
H 41.500 5.482 -19.374
H 40.130 6.264 -18.550
H 41.182 7.097 -19.720
H 40.009 8.213 -17.320
H 40.506 7.030 -16.060
H 40.730 9.389 -15.228
H 42.071 8.230 -15.127
H 42.620 10.422 -15.945
H 41.607 10.423 -17.273
H 43.294 10.271 -19.534
H 44.866 9.946 -18.994
H 43.828 11.193 -18.237
H 44.413 9.135 -15.694
H 45.477 9.030 -16.964
H 44.698 7.556 -16.377
H 43.301 7.068 -19.849
O 29.456 14.665 -7.899
H 29.838 14.792 -8.768
H 28.514 14.607 -8.058
```

=====

# 2
Molecular formula: C46H101F10N9O8PS4
Method: DFT, the ωB97M-V functional and the def2-TZVPD basis

Calculated values
**Largest force on an atom**: 10.0 eV/Å
**Highest occupied orbital energy**: -14.93 eV
**Orbital gap**: 8.90 eV
**Total charge**: +3
**Molar mass**: 1257.591 Da
**Total energy**: -158911.8209 eV

XYZ file:
```
179
C46H101F10N9O8PS4 | the Open Molecules 2025 dataset | the ωB97M-V functional and the def2-TZVPD basis
C 12.818 12.369 5.766
C 12.266 13.708 6.378
N 11.463 13.473 7.536
C 10.106 13.606 7.753
C 9.809 13.437 9.068
N 11.056 13.316 9.674
C 12.040 13.396 8.744
C 11.194 13.092 11.127
H 13.208 12.580 4.770
H 12.028 11.625 5.666
H 13.589 11.973 6.428
H 11.733 14.208 5.569
H 13.173 14.298 6.508
H 9.536 13.728 6.844
H 8.860 13.433 9.582
H 13.070 13.147 8.955
H 10.548 12.237 11.325
H 10.746 13.914 11.684
H 12.210 12.908 11.476
C 8.149 19.720 1.968
C 8.826 18.313 2.030
C 7.883 17.166 1.594
N 8.593 15.902 1.043
C 9.210 16.034 -0.350
C 7.691 14.616 1.102
C 8.715 13.424 1.208
C 9.959 13.982 1.953
C 9.618 15.472 2.140
H 7.308 19.779 2.659
H 7.716 19.901 0.984
H 8.837 20.490 2.318
H 9.099 18.167 3.075
H 9.786 18.421 1.525
H 7.077 17.340 0.881
H 7.263 16.990 2.473
H 8.443 16.026 -1.125
H 9.841 15.163 -0.531
H 9.835 16.902 -0.559
H 7.036 14.619 0.231
H 6.935 14.653 1.886
H 9.028 13.135 0.205
H 8.315 12.482 1.583
H 10.793 13.902 1.254
H 10.186 13.369 2.825
H 10.503 16.108 2.101
H 9.075 15.735 3.047
C 2.619 15.733 11.447
C 3.706 16.768 11.181
C 5.050 16.188 10.731
N 6.098 17.314 10.430
C 5.575 18.237 9.280
C 7.413 16.717 9.875
C 8.536 17.715 10.257
C 7.804 18.841 11.101
C 6.595 18.180 11.654
H 3.021 15.008 12.155
H 2.362 15.145 10.566
H 1.741 16.285 11.780
H 3.899 17.388 12.057
H 3.396 17.390 10.342
H 4.981 15.613 9.807
H 5.510 15.652 11.561
H 5.237 17.698 8.395
H 6.405 18.887 9.003
H 4.810 18.868 9.732
H 7.368 16.578 8.794
H 7.462 15.699 10.261
H 9.061 18.069 9.370
H 9.220 17.138 10.878
H 7.621 19.822 10.661
H 8.451 19.069 11.948
H 5.929 19.022 11.838
H 6.751 17.538 12.521
C 4.992 7.159 7.612
C 5.021 8.755 7.446
C 6.078 9.438 6.470
N 7.560 9.507 7.064
C 7.823 10.390 8.309
C 8.075 8.121 7.551
C 9.496 8.012 7.167
C 9.618 8.716 5.846
C 8.506 9.822 5.901
H 4.062 6.793 8.045
H 5.634 6.753 8.393
H 5.138 6.540 6.726
H 5.140 9.209 8.429
H 4.006 9.011 7.143
H 5.813 10.477 6.277
H 6.156 8.802 5.589
H 7.634 11.406 7.963
H 8.820 10.351 8.747
H 7.035 10.137 9.018
H 7.726 7.904 8.560
H 7.496 7.403 6.969
H 10.099 8.478 7.946
H 9.871 6.993 7.076
H 10.575 9.224 5.724
H 9.515 8.067 4.977
H 8.732 10.888 5.920
H 7.988 9.592 4.970
C -1.776 9.972 3.474
C -0.280 10.397 3.298
C 0.001 11.600 4.269
N 1.478 12.036 4.395
C 2.289 10.984 5.200
C 1.507 13.375 5.120
C 1.386 14.369 3.948
C 1.634 13.745 2.648
C 2.119 12.332 2.991
H -1.887 9.316 2.611
H -2.549 10.732 3.356
H -1.823 9.439 4.424
H -0.074 10.765 2.293
H 0.436 9.615 3.548
H -0.343 11.292 5.257
H -0.504 12.512 3.952
H 2.339 10.074 4.602
H 1.847 10.781 6.175
H 3.317 11.306 5.363
H 2.559 13.498 5.375
H 0.842 13.499 5.975
H 2.058 15.198 4.169
H 0.361 14.737 3.995
H 2.456 14.209 2.102
H 0.848 13.725 1.893
H 3.189 12.357 3.197
H 1.923 11.537 2.271
C 0.382 19.851 2.342
C 1.265 19.484 3.520
C 2.751 19.902 3.379
N 3.548 19.439 4.613
C 2.900 19.893 5.922
C 3.641 17.882 4.620
C 4.926 17.456 5.284
C 5.815 18.702 5.264
C 5.039 19.783 4.497
H -0.603 19.399 2.460
H 0.840 19.550 1.400
H 0.314 20.938 2.371
H 1.168 18.439 3.813
H 0.857 20.058 4.353
H 2.996 20.962 3.319
H 3.263 19.489 2.510
H 1.907 19.464 6.059
H 2.870 20.966 5.735
H 3.634 19.582 6.666
H 2.841 17.403 5.185
H 3.630 17.520 3.592
H 4.810 17.216 6.341
H 5.415 16.643 4.746
H 6.040 19.091 6.257
H 6.782 18.487 4.808
H 5.303 20.794 4.806
H 5.224 19.799 3.423
N 8.229 13.914 11.924
S 7.110 12.649 11.903
O 5.990 12.866 10.980
O 6.777 11.771 13.037
F 7.909 11.587 10.986
S 7.860 14.275 13.350
O 8.372 13.430 14.456
O 6.605 14.979 13.528
F 8.914 15.512 13.384
N 7.284 13.171 6.342
S 5.994 13.792 7.173
O 4.825 12.968 7.411
O 5.760 15.205 7.154
F 6.685 13.642 8.610
S 6.631 13.540 5.004
O 6.964 14.881 4.458
O 5.355 12.978 4.636
F 7.534 12.560 4.119
P 5.277 9.885 2.133
F 6.315 10.200 0.945
F 4.470 11.273 1.741
F 4.451 9.205 0.893
F 4.166 9.360 3.179
F 6.072 8.469 2.504
F 6.222 10.653 3.252
```